Record 1
The following is a quantum chemistry calculation of a molecular structure, C29H31CeN10OSi, from the Open Molecules 2025 dataset.

Summary:
spin multiplicity = 2
LUMO energy (spin up / spin down) = -6.45 / -6.42 eV
HOMO (spin up / spin down) = -12.812 / -12.812 eV
net charge = +2
Kohn-Sham gap (spin up / spin down) = 6.36 / 6.40 eV

Atoms and positions in Å:
Ce 0.83 0.66 2.32
C -1.27 4.15 1.91
C -1.85 3.05 2.76
C -3.03 3.23 3.45
C -3.52 2.19 4.24
C -2.82 1.01 4.34
C -1.62 0.88 3.65
N -1.16 1.89 2.85
N -0.77 -0.22 3.70
Si 0.01 -0.58 5.23
C 1.66 -1.33 4.65
C 0.51 1.12 5.87
C -0.81 -1.64 6.48
H -1.31 5.10 2.43
H -1.85 4.26 0.99
H -0.24 3.94 1.65
H -3.55 4.17 3.37
H -4.45 2.31 4.78
H -3.17 0.18 4.94
H 2.23 -0.70 3.96
H 1.56 -2.32 4.19
H 2.32 -1.45 5.52
H 0.96 1.73 5.06
H 1.25 1.07 6.67
H -0.34 1.69 6.23
H -1.17 -2.57 6.04
H -1.66 -1.13 6.94
H -0.10 -1.89 7.27
C 2.64 -4.04 -1.16
N 2.09 -3.12 -0.16
C 2.29 -1.82 -0.03
N 1.52 -1.35 0.95
C 0.83 -2.47 1.37
N 1.16 -3.55 0.72
C 1.65 -4.31 -2.26
C 1.29 -5.61 -2.58
C 0.37 -5.85 -3.60
C -0.21 -4.79 -4.28
C 0.14 -3.49 -3.95
C 1.08 -3.25 -2.95
C -0.49 -2.37 -4.64
N -1.33 -2.39 -5.62
N -1.64 -1.08 -5.90
C -0.97 -0.35 -5.08
O -0.21 -1.10 -4.24
C -0.96 1.10 -4.95
C -1.77 1.86 -5.79
C -1.78 3.24 -5.67
C -0.99 3.86 -4.71
C -0.18 3.11 -3.87
C 0.70 3.83 -2.88
N 1.12 3.00 -1.74
C 0.38 2.54 -0.74
N 1.15 1.84 0.09
C 2.39 1.92 -0.50
N 2.40 2.61 -1.60
C -0.16 1.72 -4.00
H 2.90 -4.96 -0.64
H 3.56 -3.59 -1.54
H 2.99 -1.26 -0.63
H 0.09 -2.46 2.15
H 1.72 -6.45 -2.04
H 0.09 -6.87 -3.85
H -0.94 -4.96 -5.06
H 1.35 -2.23 -2.72
H -2.38 1.36 -6.53
H -2.40 3.84 -6.32
H -1.01 4.94 -4.61
H 0.18 4.70 -2.48
H 1.63 4.17 -3.34
H -0.68 2.70 -0.65
H 3.29 1.47 -0.09
H 0.48 1.11 -3.37

Record 2
The following is a quantum chemistry calculation of a single C29H31ClN6O6 molecule at a distorted geometry, from the Open Molecules 2025 dataset.

Summary:
SMILES = COc1ccc(-c2nnn(CC(=O)N(Cc3ccccc3Cl)[C@@H](C(=O)NC[C@H]3CCCO3)c3ccco3)n2)cc1OC
energy relative to the best compared isomer or geometry (same formula, charge and spin) = 0.202 eV
LUMO energy = 0.63 eV
HOMO = -8.054 eV
Kohn-Sham gap = 8.68 eV

Atoms and positions in Å:
C -6.84 -1.51 -2.60
O -6.74 -0.87 -1.35
C -5.56 -0.97 -0.65
C -4.45 -1.64 -1.14
C -3.26 -1.69 -0.44
C -3.17 -1.06 0.80
C -1.92 -1.02 1.52
N -1.75 -0.46 2.73
N -0.50 -0.54 3.01
N 0.09 -1.14 2.00
C 1.49 -1.40 1.93
C 2.37 -0.16 1.71
O 3.34 0.01 2.43
N 2.08 0.67 0.70
C 1.07 0.45 -0.32
C -0.22 1.17 -0.05
C -0.45 1.88 1.13
C -1.67 2.51 1.35
C -2.68 2.43 0.41
C -2.47 1.74 -0.77
C -1.25 1.12 -0.98
Cl -1.01 0.23 -2.44
C 2.97 1.83 0.48
C 4.04 1.30 -0.50
O 4.00 1.48 -1.70
N 4.96 0.54 0.13
C 5.76 -0.40 -0.62
C 4.90 -1.60 -1.07
C 5.76 -2.78 -1.56
C 5.52 -3.88 -0.52
C 4.83 -3.12 0.62
O 4.10 -2.09 -0.01
C 2.24 3.03 -0.01
C 1.85 3.45 -1.25
C 1.17 4.68 -1.05
C 1.20 4.91 0.29
O 1.84 3.92 0.93
N -0.76 -1.47 1.05
C -4.29 -0.41 1.31
C -5.48 -0.36 0.62
O -6.47 0.35 1.25
C -7.82 0.24 0.85
H -7.86 -1.30 -2.94
H -6.70 -2.59 -2.52
H -6.13 -1.10 -3.32
H -4.49 -2.13 -2.10
H -2.40 -2.20 -0.84
H 1.68 -2.10 1.11
H 1.82 -1.83 2.87
H 0.87 -0.62 -0.42
H 1.48 0.80 -1.27
H 0.32 1.93 1.88
H -1.83 3.04 2.28
H -3.63 2.91 0.59
H -3.25 1.66 -1.51
H 3.43 2.06 1.45
H 4.78 0.31 1.10
H 6.58 -0.74 0.03
H 6.17 0.10 -1.50
H 4.20 -1.24 -1.83
H 5.46 -3.10 -2.56
H 6.81 -2.49 -1.60
H 6.44 -4.36 -0.19
H 4.85 -4.64 -0.92
H 4.12 -3.73 1.18
H 5.57 -2.70 1.32
H 2.06 2.97 -2.18
H 0.73 5.30 -1.80
H 0.81 5.71 0.89
H -4.22 0.08 2.27
H -8.00 0.73 -0.11
H -8.14 -0.80 0.80
H -8.38 0.75 1.63

| no. | E (eV) |
| --- | --- |
| 1 | -68320.606 |
| 2 | -64323.143 |